1.
{
  "formula": "C49H52KN15O4S",
  "method": "wB97M-V/def2-TZVPD",
  "charge": -2,
  "spin_multiplicity": 1,
  "homo_ev": -2.25,
  "energy_ev": -109361.4672,
  "fmax_ev_per_a": 0.723,
  "elements": ["O", "C", "C", "O", "H", "C", "N", "H", "O", "C", "H", "C", "N", "K", "H", "C", "H", "H", "H", "H", "H", "C", "N", "H", "H", "C", "H", "N", "C", "H", "C", "H", "C", "H", "C", "N", "C", "C", "H", "N", "H", "H", "N", "H", "H", "C", "N", "H", "H", "N", "C", "C", "C", "N", "H", "C", "C", "H", "H", "C", "H", "N", "H", "C", "N", "C", "C", "H", "H", "H", "H", "C", "H", "S", "O", "C", "C", "H", "C", "H", "C", "C", "C", "H", "C", "C", "H", "H", "H", "C", "H", "H", "N", "C", "C", "H", "H", "H", "H", "H", "H", "C", "C", "H", "C", "N", "C", "H", "C", "H", "C", "C", "C", "C", "H", "C", "C", "N", "H", "C", "C", "H"],
  "xyz": [[-0.674, 2.297, 0.097], [-3.936, 2.918, 3.633], [-3.177, -1.450, -2.997], [2.158, 1.420, 2.043], [1.564, 0.493, 6.407], [8.381, 1.805, -1.720], [-2.651, -0.154, 2.005], [-5.449, -0.382, 0.503], [-0.512, 4.481, 0.570], [-3.050, 0.794, 2.977], [-4.116, 3.261, 5.744], [9.471, 3.788, -1.771], [-0.335, -0.627, -5.147], [0.549, 0.298, -0.469], [-4.909, -2.902, -0.030], [-1.694, -3.409, -3.561], [-3.984, -3.523, 1.335], [-2.831, 3.944, -1.723], [10.389, 4.339, -1.592], [2.657, 3.032, 0.363], [8.374, 5.525, -2.398], [6.040, 2.413, 0.748], [3.255, -3.632, -0.401], [4.164, 2.422, -4.244], [-1.019, 3.346, 4.512], [-3.817, 2.566, 4.969], [6.736, 0.595, -0.159], [2.995, -3.785, -1.713], [-3.279, 1.333, 5.304], [-5.479, -1.559, 1.811], [-3.697, 2.439, 1.173], [-1.735, 1.566, -3.052], [-5.022, -0.625, 1.480], [-2.104, 1.615, -1.477], [5.677, -1.801, 0.275], [4.074, -0.124, 3.427], [8.347, 4.457, -2.228], [-0.278, -4.428, -1.912], [6.322, 1.756, -2.321], [-0.336, 0.056, -4.047], [-4.319, 3.895, 3.360], [5.627, -2.866, 0.478], [9.510, 2.483, -1.514], [-1.309, -1.007, 4.118], [-2.815, -0.445, -2.781], [2.050, 0.962, 4.335], [2.243, -1.818, -1.026], [-0.377, -5.053, -3.959], [-5.275, 0.162, 2.186], [0.530, -0.495, -3.161], [3.857, 2.590, -3.221], [-2.051, 3.446, -2.312], [3.020, 2.941, -0.655], [2.002, -2.419, -3.367], [2.359, 1.024, -3.195], [4.454, 3.573, -2.445], [-2.244, -0.877, 4.667], [4.457, 4.537, -0.519], [3.114, -0.671, 5.125], [-3.527, -0.789, 1.347], [-4.609, 2.028, 0.729], [2.815, -2.482, 0.006], [4.830, -1.531, -0.352], [-2.164, -2.495, -2.629], [0.526, -1.654, -5.047], [-0.162, 2.685, 4.443], [0.478, 2.569, 3.262], [6.628, -1.566, -0.210], [0.496, -5.138, -1.643], [0.752, -4.116, 0.494], [-2.887, -1.718, 4.397], [-1.660, -2.570, -1.327], [8.415, 0.742, -1.504], [5.770, 4.571, -3.111], [5.576, -1.147, 1.544], [-3.077, -1.838, 0.361], [-2.873, 0.442, 4.319], [-2.030, -3.327, -4.587], [4.021, 3.769, -1.143], [6.555, 3.047, 0.036], [-0.191, -3.572, 0.458], [7.204, 2.368, -2.185], [4.598, 2.152, 2.652], [-3.400, -1.499, -4.062], [3.082, 0.055, 4.315], [1.606, 1.658, 3.119], [-4.111, -1.584, -2.440], [3.995, 2.584, 3.437], [4.496, -1.041, 3.399], [7.181, 3.733, -2.452], [2.091, -3.234, -3.951], [0.087, 3.241, -2.246], [-2.079, -1.597, -0.375], [4.676, 0.774, 2.530], [-0.717, -3.524, -0.950], [-0.361, 2.015, 6.519], [-0.006, -2.572, 0.850], [-2.838, 2.091, 0.600], [-2.127, 3.850, -3.327], [-3.439, -3.842, -0.327], [5.197, 4.045, 1.856], [0.218, 1.922, 5.609], [1.026, -1.537, -3.818], [-3.732, 3.524, 1.079], [2.378, -2.652, -2.051], [-2.353, 2.019, -2.377], [5.476, 0.211, 1.528], [-0.489, 4.885, -1.881], [6.141, 1.032, 0.631], [-3.148, 1.059, 6.346], [-0.761, -4.373, -3.208], [-3.558, 2.047, 2.615], [-0.682, 3.821, -1.725], [5.282, 2.970, 1.764], [-2.037, -0.932, 5.737], [-0.606, 3.521, -0.221], [2.860, 1.813, -2.643], [2.461, 1.980, -1.385], [-0.905, -4.060, 1.132], [1.269, 1.082, 5.543], [-3.898, -3.106, 0.328], [0.147, 3.110, 2.380]],
  "atomic_forces_ev_per_a": [[-0.340, 0.563, 0.133], [0.027, 0.025, 0.012], [-0.008, 0.010, -0.004], [-0.311, 0.178, -0.384], [0.000, 0.006, 0.005], [0.091, 0.062, -0.110], [-0.030, -0.016, 0.073], [0.002, -0.005, 0.000], [-0.008, -0.024, 0.014], [0.005, -0.025, -0.051], [0.000, -0.001, -0.002], [-0.031, 0.026, 0.015], [0.007, -0.012, -0.005], [0.057, -0.708, 0.135], [0.005, -0.002, -0.016], [-0.025, -0.008, 0.006], [-0.011, 0.009, -0.001], [0.000, -0.003, 0.001], [0.002, -0.001, 0.000], [-0.008, 0.005, -0.029], [0.008, 0.003, 0.000], [0.080, -0.050, 0.176], [-0.122, 0.014, 0.017], [0.006, 0.001, 0.004], [-0.016, -0.008, 0.010], [0.005, 0.015, -0.016], [-0.094, -0.024, 0.123], [0.047, 0.005, 0.011], [0.037, -0.011, 0.013], [-0.001, 0.000, 0.008], [0.035, 0.033, -0.033], [-0.007, 0.002, 0.004], [-0.012, -0.010, -0.011], [0.011, 0.002, -0.001], [0.210, -0.024, 0.004], [-0.084, 0.063, 0.036], [0.024, -0.002, -0.028], [-0.012, -0.019, 0.021], [0.001, 0.005, -0.006], [-0.003, -0.029, 0.016], [0.002, -0.001, 0.003], [-0.075, 0.037, -0.030], [-0.020, -0.042, -0.004], [0.003, 0.007, 0.005], [0.008, 0.007, 0.010], [-0.120, 0.091, 0.133], [0.106, -0.063, 0.034], [0.001, -0.001, -0.002], [0.002, -0.007, -0.002], [-0.031, -0.003, -0.033], [-0.023, -0.058, -0.023], [0.003, 0.010, -0.006], [-0.097, -0.045, 0.001], [0.031, 0.004, 0.048], [-0.011, -0.010, -0.008], [-0.046, 0.020, -0.042], [-0.006, -0.009, 0.004], [-0.024, -0.005, -0.044], [0.006, -0.003, -0.017], [0.024, -0.013, -0.018], [0.023, 0.000, -0.006], [-0.217, -0.163, 0.016], [0.125, 0.065, -0.018], [-0.013, 0.000, -0.005], [0.013, 0.004, 0.004], [0.012, -0.043, 0.043], [-0.021, 0.018, -0.046], [0.059, 0.028, 0.022], [-0.009, 0.000, -0.007], [-0.024, -0.002, 0.007], [-0.003, 0.004, -0.004], [0.008, 0.009, 0.058], [0.049, 0.014, -0.030], [0.047, 0.040, 0.113], [0.011, 0.119, -0.022], [0.019, 0.068, -0.043], [0.005, 0.004, 0.012], [0.003, -0.001, 0.002], [-0.059, 0.069, -0.149], [-0.065, -0.050, 0.194], [-0.009, -0.022, 0.012], [0.099, 0.023, -0.172], [0.111, 0.037, -0.011], [0.010, 0.008, -0.002], [0.127, -0.123, -0.113], [0.039, -0.164, 0.171], [-0.006, -0.013, -0.007], [0.012, 0.007, 0.014], [0.014, -0.018, -0.001], [-0.029, -0.067, -0.144], [0.002, 0.001, -0.002], [0.006, 0.004, 0.001], [-0.006, 0.020, 0.005], [0.151, -0.040, 0.052], [-0.003, -0.016, -0.020], [-0.012, 0.007, 0.011], [0.002, -0.005, -0.004], [0.004, 0.007, 0.013], [-0.001, -0.004, -0.002], [0.017, -0.003, -0.001], [-0.009, 0.006, 0.015], [-0.071, 0.032, -0.076], [0.035, 0.054, -0.014], [-0.014, -0.004, 0.004], [0.041, 0.047, -0.111], [-0.004, -0.013, -0.002], [-0.081, -0.102, 0.040], [-0.006, 0.001, -0.001], [-0.033, 0.044, -0.015], [-0.001, 0.000, -0.001], [-0.020, 0.009, 0.009], [-0.004, -0.016, 0.017], [0.014, -0.010, -0.008], [0.049, -0.066, 0.152], [0.003, 0.001, -0.003], [0.000, 0.059, 0.039], [0.075, 0.021, -0.016], [0.131, 0.184, -0.039], [-0.010, 0.008, 0.002], [0.087, -0.032, -0.042], [0.013, -0.005, 0.019], [0.037, -0.002, -0.060]]
}

2.
{
  "formula": "C29H25AsCl3NO5OsS2Si",
  "method": "wB97M-V/def2-TZVPD",
  "charge": 0,
  "spin_multiplicity": 5,
  "homo_ev": [-7.80, -7.79],
  "energy_ev": -172630.0613,
  "fmax_ev_per_a": 0.728,
  "s_squared": 6.0272,
  "elements": ["H", "H", "C", "C", "C", "C", "C", "C", "Cl", "H", "H", "S", "C", "Cl", "C", "H", "O", "Si", "H", "H", "C", "H", "C", "Cl", "C", "H", "H", "Os", "C", "As", "O", "C", "C", "H", "C", "C", "C", "S", "H", "O", "H", "H", "O", "C", "O", "H", "C", "H", "H", "H", "H", "H", "C", "C", "H", "N", "C", "C", "C", "C", "C", "H", "H", "H", "H", "C", "C", "C"],
  "xyz": [[-4.275, -2.237, -1.111], [-5.268, 1.728, -0.372], [-2.291, 1.326, -1.941], [0.815, 2.648, -3.462], [0.993, 0.250, -3.654], [0.768, 1.387, -2.884], [1.974, -1.195, 4.104], [2.351, 4.882, 0.963], [3.610, -3.962, -2.283], [-4.312, 1.501, -2.639], [3.083, 1.700, 0.073], [-2.032, -2.928, -0.619], [-2.991, -3.312, 1.833], [2.890, -4.298, 0.921], [-3.665, 1.476, -1.772], [1.380, -0.501, -5.624], [3.338, -0.833, 5.972], [2.146, -3.680, -0.888], [1.438, 1.739, -6.660], [2.814, 5.756, 1.401], [-1.998, 1.420, 0.451], [-2.501, -4.958, 0.486], [2.502, 2.601, 0.225], [0.661, -5.050, -1.329], [0.410, 3.804, 0.031], [-4.803, -3.716, 0.735], [-3.262, -3.980, 2.649], [1.395, -1.304, -0.757], [2.196, -1.198, 5.656], [0.444, 1.105, -1.014], [-1.023, -1.831, -0.262], [-1.461, 1.307, -0.830], [1.160, 2.648, -0.149], [-2.477, -2.450, 2.265], [1.015, 4.922, 0.590], [-3.632, -2.171, -0.235], [-2.086, -4.003, 0.821], [1.017, -1.420, -3.001], [4.044, -0.872, 3.587], [5.009, -0.714, 1.120], [-0.135, -1.503, 4.272], [-1.052, -4.162, 1.128], [1.203, -1.595, 6.284], [0.690, -1.362, 3.589], [3.346, -0.666, -0.392], [-4.839, -2.168, 1.574], [3.096, 3.724, 0.782], [-1.876, 1.236, -2.937], [-3.375, -1.124, -0.062], [0.663, 3.531, -2.852], [4.136, 3.689, 1.076], [-0.635, 3.839, -0.252], [3.036, -1.016, 3.227], [2.785, -1.017, 1.875], [-1.354, 1.412, 1.323], [1.540, -1.188, 1.372], [3.844, -0.793, 0.840], [-3.366, 1.575, 0.614], [1.056, 2.780, -4.821], [-4.200, 1.605, -0.500], [1.214, 0.383, -5.022], [1.102, 3.764, -5.268], [0.438, 5.826, 0.735], [-0.460, -1.472, 1.765], [-3.782, 1.679, 1.608], [0.505, -1.351, 2.229], [1.246, 1.644, -5.599], [-4.198, -2.852, 1.018]],
  "atomic_forces_ev_per_a": [[-0.012, -0.004, 0.016], [0.009, 0.017, 0.004], [-0.113, 0.006, 0.019], [-0.086, 0.040, -0.107], [0.118, -0.212, -0.068], [0.094, -0.076, 0.091], [-0.155, 0.041, 0.490], [0.007, -0.015, 0.001], [0.013, 0.054, 0.008], [0.007, -0.005, 0.006], [0.007, 0.001, -0.023], [0.585, 0.349, -0.256], [-0.014, 0.010, -0.058], [0.008, 0.121, 0.013], [0.055, -0.026, -0.025], [0.014, 0.016, 0.001], [-0.254, 0.003, 0.215], [-0.125, -0.306, -0.145], [-0.008, -0.002, 0.008], [-0.007, -0.007, 0.002], [-0.044, 0.049, -0.007], [-0.004, 0.013, 0.012], [-0.045, 0.112, 0.040], [-0.092, 0.065, -0.062], [0.055, 0.084, 0.072], [-0.005, 0.003, -0.002], [-0.007, -0.009, -0.003], [0.058, -0.054, 0.704], [0.229, -0.196, -0.456], [-0.437, -0.050, -0.316], [-0.370, -0.297, 0.025], [-0.019, 0.023, 0.094], [0.322, -0.032, 0.115], [0.001, -0.016, 0.019], [-0.039, -0.010, -0.013], [-0.222, 0.033, 0.108], [0.012, -0.102, 0.175], [-0.058, 0.197, -0.377], [-0.034, 0.020, 0.131], [0.002, 0.044, -0.079], [0.037, -0.012, 0.078], [-0.039, -0.002, 0.013], [0.074, 0.150, 0.148], [0.173, 0.038, -0.179], [0.517, 0.032, 0.131], [-0.003, 0.012, -0.008], [-0.024, -0.001, -0.008], [0.007, -0.001, -0.012], [-0.018, -0.020, -0.008], [0.017, -0.013, 0.028], [-0.007, 0.000, 0.009], [-0.003, -0.019, -0.015], [0.034, -0.010, -0.420], [-0.306, -0.001, 0.088], [0.027, -0.027, -0.003], [-0.247, -0.119, 0.182], [0.095, 0.108, -0.206], [-0.020, -0.007, -0.026], [0.001, -0.005, 0.025], [0.012, -0.033, 0.030], [0.011, 0.047, -0.078], [-0.006, -0.019, -0.008], [0.007, -0.008, 0.002], [-0.042, -0.007, -0.044], [0.008, 0.000, -0.002], [0.178, 0.036, -0.125], [-0.010, -0.047, 0.055], [0.078, 0.046, -0.016]]
}

3.
{
  "formula": "C5H15NO",
  "method": "wB97M-V/def2-TZVPD",
  "smiles": "CCN(C)CC.O",
  "charge": 0,
  "spin_multiplicity": 1,
  "homo_ev": -8.21,
  "energy_ev": -8964.4760,
  "fmax_ev_per_a": 3.878,
  "elements": ["C", "H", "H", "C", "C", "H", "H", "O", "H", "H", "H", "H", "H", "H", "C", "H", "H", "C", "H", "H", "N", "H"],
  "xyz": [[-1.016, 0.183, 0.789], [0.369, -2.973, 2.100], [-0.636, 0.389, 1.824], [-0.599, 2.490, 0.137], [0.935, 0.143, -2.108], [-0.488, 3.312, -0.555], [0.077, -1.696, 0.744], [1.311, -3.092, 1.917], [0.480, -0.841, -2.025], [0.227, 0.656, -2.775], [-1.544, 2.724, 0.661], [-1.769, -1.888, 0.723], [0.055, 2.826, 0.993], [1.486, 0.101, -0.145], [-0.893, -1.300, 0.447], [-2.098, 0.280, 0.984], [1.883, 0.040, -2.600], [0.873, 0.819, -0.726], [-0.905, -1.358, -0.630], [1.385, 1.788, -0.773], [-0.475, 1.117, -0.188], [1.343, -3.717, 1.206]],
  "atomic_forces_ev_per_a": [[-0.797, 0.028, 1.635], [0.278, -0.109, 0.026], [0.376, -0.181, -0.524], [-0.658, 1.584, 3.478], [-2.494, 0.364, -0.197], [0.152, -0.593, -1.186], [-0.375, -0.167, 0.098], [-0.126, 0.455, 0.817], [0.264, -0.283, 0.017], [0.384, 0.128, -0.107], [-0.234, -0.547, -0.676], [0.307, 0.030, 0.623], [0.343, -0.504, -0.494], [-0.419, 0.755, 0.743], [0.660, 0.538, -0.912], [0.187, 0.891, -0.746], [0.689, 0.220, 0.173], [0.841, -0.452, -0.237], [-0.034, -0.111, -0.522], [0.177, -0.377, 0.084], [0.434, -1.070, -1.462], [0.045, -0.600, -0.631]]
}

4.
{
  "formula": "CH2N2O2Si",
  "method": "wB97M-V/def2-TZVPD",
  "smiles": "N#C[SiH2][N+](=O)[O-]",
  "charge": 0,
  "spin_multiplicity": 1,
  "homo_ev": -11.65,
  "energy_ev": -16018.5368,
  "fmax_ev_per_a": 5.563,
  "elements": ["H", "C", "O", "H", "N", "N", "O", "Si"],
  "xyz": [[-0.790, -0.685, 1.707], [-0.783, 1.581, -0.185], [1.441, -1.839, -0.362], [-1.504, -0.840, -0.675], [-1.140, 2.621, -0.430], [1.251, -0.688, -0.087], [2.060, 0.199, -0.267], [-0.536, -0.349, 0.299]],
  "atomic_forces_ev_per_a": [[0.121, 0.133, -0.142], [1.323, -5.084, 1.830], [0.145, -2.083, 0.058], [0.294, -0.670, -0.027], [-0.922, 3.020, -0.797], [-0.321, 1.739, -0.861], [-0.138, 0.158, 0.522], [-0.503, 2.787, -0.582]]
}

5.
{
  "formula": "C3H3ClN2O",
  "method": "wB97M-V/def2-TZVPD",
  "smiles": "N#C/C(CCl)=N/O",
  "charge": 0,
  "spin_multiplicity": 1,
  "homo_ev": -10.62,
  "energy_ev": -20706.0683,
  "fmax_ev_per_a": 5.120,
  "elements": ["N", "C", "H", "H", "C", "O", "H", "Cl", "C", "N"],
  "xyz": [[0.790, 1.467, -0.101], [2.004, -0.526, -0.028], [-1.041, 0.288, 1.569], [-0.249, 3.067, 0.030], [0.682, 0.205, 0.333], [-0.501, 2.028, -0.239], [-0.551, -1.304, 1.566], [-1.905, -0.915, -0.340], [-0.596, -0.388, 0.946], [2.879, -1.248, -0.325]],
  "atomic_forces_ev_per_a": [[-1.621, -3.158, 0.526], [-0.826, -1.233, 0.617], [-1.218, 2.234, 1.060], [-1.320, -3.913, -1.380], [1.832, 1.730, -1.727], [2.308, 4.034, 2.148], [0.920, 0.418, -0.736], [1.362, 0.707, 1.060], [0.536, -2.770, -2.277], [-1.975, 1.950, 0.708]]
}

6.
{
  "formula": "C3H11N3O",
  "method": "wB97M-V/def2-TZVPD",
  "smiles": "N/C=C/N.NCO",
  "charge": 0,
  "spin_multiplicity": 1,
  "homo_ev": -8.26,
  "energy_ev": -9805.8164,
  "fmax_ev_per_a": 0.953,
  "elements": ["H", "H", "H", "C", "O", "H", "H", "H", "N", "C", "H", "N", "N", "H", "H", "C", "H", "H"],
  "xyz": [[-3.163, 0.585, -2.033], [2.320, -0.556, 1.755], [2.288, -1.120, -1.701], [-2.015, -0.151, 0.429], [2.006, -1.043, -0.787], [-1.265, 1.669, -0.383], [3.869, -0.678, 0.034], [-1.851, -0.335, -2.359], [2.348, 0.248, 1.139], [2.921, -0.158, -0.119], [-2.213, -1.190, 0.180], [-2.167, 0.512, -1.907], [-1.961, 0.124, 1.818], [1.380, 0.490, 0.942], [3.032, 0.745, -0.725], [-1.725, 0.699, -0.556], [-2.011, -0.743, 2.329], [-1.116, 0.632, 2.066]],
  "atomic_forces_ev_per_a": [[-0.114, 0.007, 0.258], [-0.039, -0.011, 0.114], [-0.034, -0.086, -0.161], [0.536, 0.104, 0.138], [0.170, 0.007, 0.065], [-0.208, 0.047, 0.292], [0.062, 0.267, 0.081], [0.098, 0.025, 0.115], [0.131, -0.323, -0.284], [-0.676, 0.094, 0.097], [-0.782, 0.198, -0.068], [0.716, -0.278, -0.564], [0.618, -0.256, -0.591], [0.056, 0.115, 0.123], [0.300, -0.088, -0.068], [-0.709, 0.096, -0.033], [0.176, 0.049, 0.286], [-0.302, 0.033, 0.200]]
}